1.
{"formula": "C6H10O", "method": "the ωB97M-V functional and the def2-TZVPD basis", "e_above_lowest_ev": 1.6000, "charge": 0, "elements": ["C", "C", "C", "O", "C", "C", "C", "H", "H", "H", "H", "H", "H", "H", "H", "H", "H"], "coordinates": [[2.1273, 0.2487, 0.4249], [0.6514, 0.0059, 0.3553], [-0.2898, 0.9089, -0.0019], [-0.1325, 2.1862, -0.4236], [-1.6652, 0.3618, 0.2315], [-1.3764, -1.0961, 0.4837], [-0.0458, -1.2451, 0.6399], [2.3491, 1.2350, 0.8531], [2.6154, 0.1946, -0.5547], [2.6107, -0.4872, 1.0715], [0.8144, 2.3541, -0.5225], [-2.4007, 0.5850, -0.5475], [-2.0312, 0.8019, 1.1704], [-2.1402, -1.8608, 0.5754], [0.4685, -2.1710, 0.8776], [-0.9822, -0.9271, -1.6812], [-0.6644, -0.2892, -1.9199]]}

2.
{"formula": "C6H10O", "method": "the ωB97M-V functional and the def2-TZVPD basis", "e_above_lowest_ev": 0.8691, "charge": 0, "elements": ["O", "C", "C", "C", "C", "C", "C", "H", "H", "H", "H", "H", "H", "H", "H", "H", "H"], "coordinates": [[1.7621, 2.1360, 0.0239], [0.5667, 2.3126, 0.0541], [-0.4218, 1.3868, 0.7166], [0.1737, 0.0154, 1.0372], [-0.4817, -1.0040, 0.1343], [-0.2405, -0.9668, -1.3646], [0.2734, -2.1195, -0.4901], [0.1184, 3.2004, -0.4374], [-0.8374, 1.9047, 1.5912], [-1.2610, 1.2665, 0.0182], [0.0414, -0.2451, 2.0949], [1.2556, 0.0468, 0.8606], [-1.5041, -1.2458, 0.4271], [-1.0818, -1.1293, -2.0419], [0.4967, -0.2971, -1.8187], [-0.2009, -3.0982, -0.5275], [1.3412, -2.1635, -0.2779]]}

3.
{"formula": "C6H10O", "method": "the ωB97M-V functional and the def2-TZVPD basis", "e_above_lowest_ev": 4.1019, "charge": 0, "elements": ["C", "C", "C", "C", "C", "C", "O", "H", "H", "H", "H", "H", "H", "H", "H", "H", "H"], "coordinates": [[1.9273, 0.5130, -0.4185], [0.5418, 0.1119, 0.0247], [0.2041, -1.3524, 0.1906], [-1.2900, -1.1626, 0.0061], [-0.7590, 0.5143, -0.6808], [-0.9535, 1.4741, 0.4629], [0.1322, 0.8732, 1.1984], [2.6517, 0.2536, 0.3637], [2.1979, -0.0136, -1.3391], [1.9881, 1.5915, -0.5969], [0.6386, -1.9208, -0.6393], [0.4919, -1.7942, 1.1421], [-1.8925, -0.9540, 0.8819], [-1.7954, -1.9266, -0.6237], [-1.4558, -0.1676, -1.1851], [-1.9143, 1.4357, 0.9835], [-0.7131, 2.5246, 0.2295]]}

4.
{"formula": "C6H10O", "method": "the ωB97M-V functional and the def2-TZVPD basis", "e_above_lowest_ev": 4.8204, "charge": 0, "elements": ["C", "O", "C", "C", "C", "C", "C", "H", "H", "H", "H", "H", "H", "H", "H", "H", "H"], "coordinates": [[-1.3095, -1.6018, 1.4624], [-1.0060, -0.3131, 0.9771], [-0.7454, -0.3184, -0.4022], [0.1546, 0.8490, -0.8234], [0.7472, 1.8047, 0.1738], [1.6871, 0.8761, -0.4903], [0.3837, -1.1105, -0.8568], [-1.4026, -1.5256, 2.5481], [-0.5094, -2.3094, 1.2110], [-2.2606, -1.9765, 1.0519], [-1.6838, -0.3035, -0.9778], [-0.0956, 1.2599, -1.7957], [0.7564, 2.8469, -0.1305], [0.4983, 1.6130, 1.2116], [2.3026, 1.2328, -1.3093], [2.1398, 0.1011, 0.1103], [0.3432, -1.1246, -1.9599]]}

5.
{"formula": "C6H10O", "method": "the ωB97M-V functional and the def2-TZVPD basis", "e_above_lowest_ev": 4.0624, "charge": 0, "elements": ["C", "C", "C", "C", "C", "O", "C", "H", "H", "H", "H", "H", "H", "H", "H", "H", "H"], "coordinates": [[0.5161, -1.0627, 1.3886], [1.1624, 0.0760, 0.5683], [0.8322, -0.3047, -0.8954], [-0.5204, 0.3147, -0.5707], [-1.7480, 0.4190, -1.3125], [-1.4494, -0.5099, 0.0681], [0.1425, 1.2430, 0.4194], [-0.5130, -1.5029, 0.5778], [1.1415, -1.9522, 1.4443], [0.2637, -0.7141, 2.4211], [2.1977, 0.3635, 0.8062], [1.3467, 0.3120, -1.6324], [0.8912, -1.3631, -1.1698], [-2.4407, 1.2434, -1.1406], [-1.9387, -0.2148, -2.1784], [-0.4490, 1.5381, 1.2917], [0.5651, 2.1146, -0.0857]]}

6.
{"formula": "C6H10O", "method": "the ωB97M-V functional and the def2-TZVPD basis", "e_above_lowest_ev": 2.6291, "charge": 0, "elements": ["C", "C", "C", "C", "C", "C", "O", "H", "H", "H", "H", "H", "H", "H", "H", "H", "H"], "coordinates": [[-1.5239, -1.1780, -0.9890], [-1.3229, -0.1206, -0.1032], [-2.4728, 0.8369, 0.3368], [0.0270, 0.0723, 0.4953], [1.2390, -0.5666, 0.1464], [2.5426, 0.0445, 0.5742], [3.4224, 0.3248, -0.5021], [-2.5370, -1.5732, -1.4862], [-0.5956, -1.5806, -1.2880], [-2.4606, 1.5926, -0.4606], [-2.5764, 1.3778, 1.2976], [-3.3485, 0.2913, 0.1153], [0.0676, 1.0881, 0.9036], [1.2776, -1.6606, -0.1910], [2.9879, -0.6796, 1.3211], [2.3187, 0.9040, 1.0080], [2.9548, 0.8270, -1.1784]]}

7.
{"formula": "C6H10O", "method": "the ωB97M-V functional and the def2-TZVPD basis", "e_above_lowest_ev": 0.7521, "charge": 0, "elements": ["C", "C", "C", "C", "C", "C", "O", "H", "H", "H", "H", "H", "H", "H", "H", "H", "H"], "coordinates": [[1.6614, 1.2481, -0.5729], [1.2510, -0.2041, -0.5483], [0.8609, -0.8748, 0.7411], [-0.1692, -0.6323, -0.3275], [-1.3326, 0.2902, -0.0609], [-2.4177, -0.4908, 0.6494], [-2.4703, -1.7028, 0.6657], [2.7523, 1.3414, -0.5479], [1.2653, 1.7924, 0.2916], [1.2990, 1.7446, -1.4802], [1.7924, -0.8355, -1.2509], [1.1779, -1.8931, 0.9440], [0.8254, -0.2373, 1.6244], [-0.4820, -1.5128, -0.8808], [-1.7551, 0.7043, -0.9918], [-1.0769, 1.1610, 0.5574], [-3.1819, 0.1015, 1.1877]]}

8.
{"formula": "C6H10O", "method": "the ωB97M-V functional and the def2-TZVPD basis", "e_above_lowest_ev": 4.5545, "charge": 0, "elements": ["C", "C", "C", "O", "C", "C", "C", "H", "H", "H", "H", "H", "H", "H", "H", "H", "H"], "coordinates": [[-0.5177, 2.2235, 0.8072], [-0.2644, 0.7544, 1.1626], [0.7348, 0.1025, 0.2298], [1.1230, -1.2613, 0.5334], [0.9484, -1.5764, -0.8492], [-0.4873, -1.8767, -1.1272], [0.4441, -0.2118, -1.2557], [-0.8590, 2.3258, -0.2284], [0.3857, 2.8358, 0.9206], [-1.2865, 2.6531, 1.4588], [-1.1948, 0.1815, 1.1011], [0.0999, 0.6775, 2.1961], [1.6635, 0.7083, 0.2229], [1.7407, -2.1394, -1.3314], [-0.6923, -2.3647, -2.0821], [-1.0150, -2.3402, -0.2912], [-0.8231, -0.6920, -1.4673]]}

Here are the calculated largest force on an atom numbers, same order: 0.0094; 0.0112; 0.0441; 0.0081; 0.0948; 0.0910; 0.0185; 0.0125 (Eh/bohr).
Here are the calculated calculated total energy numbers, same order: -8429.6404; -8430.3713; -8427.1384; -8426.4199; -8427.1780; -8428.6113; -8430.4882; -8426.6859 (eV).
Here are the calculated Kohn-Sham gap numbers, same order: 8.594; 10.937; 9.343; 9.336; 9.697; 8.740; 10.826; 9.558 (eV).